Entry 1:
{"formula": "C4H13N2O", "method": "ωB97M-V with the def2-TZVPD basis set", "elements": ["H", "H", "H", "C", "H", "H", "H", "C", "N", "O", "N", "H", "H", "H", "C", "C", "H", "H", "H", "H"], "coordinates": [[-0.859155, 1.032201, -0.639093], [-2.619794, -1.422395, 0.158307], [0.408982, -0.766973, 0.427457], [-1.568202, 0.202106, -0.942300], [-2.147558, -0.104071, 1.120418], [-0.445837, -2.289853, 0.106875], [-1.159612, -0.437032, -1.786536], [2.459739, 0.065497, -0.771344], [1.715117, 0.005880, 0.286046], [-2.887388, 0.677624, -1.304343], [-0.498407, -1.415846, 0.630074], [2.758748, 1.698902, 1.136194], [2.397298, -0.665112, -1.579742], [-2.784070, 1.185890, -2.126903], [1.784514, 1.160261, 1.216638], [-1.782876, -0.705215, 0.244520], [-0.562772, -1.641346, 1.609873], [1.679194, 0.723851, 2.204561], [3.172567, 0.883984, -0.929145], [0.939510, 1.811646, 0.938444]], "forces_ev_per_angstrom": [[-0.72, -0.79, -0.62], [0.67, 0.10, -0.63], [0.09, -0.72, 0.26], [-0.51, -0.28, -0.88], [0.77, -0.30, -0.65], [0.26, 0.08, 0.07], [-0.08, 0.94, 0.74], [-0.82, 0.08, 1.26], [1.16, 1.02, -2.13], [1.54, -0.01, 0.01], [-1.10, 0.63, -0.74], [-0.82, -0.31, 0.05], [-0.14, -0.12, 0.39], [-0.23, -0.17, 0.39], [0.52, -0.50, -0.61], [-0.99, 0.35, 1.71], [0.26, -0.22, 0.42], [-0.12, 0.46, 0.28], [-0.12, -0.18, 0.18], [0.38, -0.06, 0.50]], "e_tot_ev": -9379.0342, "orbital_gap_ev": 11.198, "homo_energy_ev": -14.42, "total_charge": 1}

=====

Entry 2:
{"formula": "C4H13N2O", "method": "ωB97M-V with the def2-TZVPD basis set", "elements": ["H", "H", "H", "H", "C", "H", "H", "H", "C", "C", "H", "H", "H", "H", "H", "N", "H", "C", "N", "O"], "coordinates": [[1.988782, 0.140101, 3.235794], [1.881008, -1.694293, 3.188514], [-0.066163, -0.567511, -1.776608], [0.418463, -0.741619, 3.780617], [-0.119099, 0.431123, -1.309268], [-1.061507, 0.274110, 1.990169], [-1.016519, 1.676564, 0.101591], [-2.264704, 0.503238, -4.457150], [1.021029, -0.782581, 1.422434], [-0.575336, -0.270270, 1.080699], [1.343534, 1.182201, -2.424762], [1.196582, -1.800772, 1.239067], [1.573604, -0.279739, 0.637120], [0.276587, 2.213844, -1.473351], [-1.135100, -1.233945, 0.817549], [-0.614613, 0.744885, -0.067681], [-2.689870, -0.370097, -3.278378], [1.282794, -0.704616, 3.040064], [0.432942, 1.352009, -1.952295], [-1.872414, -0.072631, -3.794132]], "forces_ev_per_angstrom": [[-0.82, -0.67, 0.25], [-0.93, 1.91, 0.28], [-0.01, 0.13, 1.14], [0.82, 0.29, -1.54], [-1.44, -2.33, 3.74], [0.97, -1.19, -1.74], [0.68, -0.62, -0.03], [0.13, 0.09, -0.23], [-3.68, 1.89, 1.79], [0.53, -0.97, 0.56], [-1.47, 0.36, -0.30], [-0.67, -1.49, -0.77], [0.92, 0.75, 0.86], [0.91, 1.15, -0.33], [0.33, 1.69, 0.31], [-0.40, -2.35, -0.76], [1.67, 0.44, -1.09], [1.99, -1.08, -1.25], [2.28, 2.57, -2.34], [-1.81, -0.57, 1.45]], "e_tot_ev": -9377.9430, "orbital_gap_ev": 9.916, "homo_energy_ev": -13.99, "total_charge": 1}

=====

Entry 3:
{"formula": "C4H13N2O2", "method": "ωB97M-V with the def2-TZVPD basis set", "elements": ["H", "H", "N", "H", "H", "H", "H", "O", "O", "C", "H", "H", "H", "H", "H", "C", "H", "C", "C", "N", "H"], "coordinates": [[0.915487, 1.491626, -3.413855], [-0.328811, 0.645491, -3.581122], [2.051421, -0.833508, 1.487673], [2.284317, -1.773018, 1.792700], [-3.273811, 0.168183, -0.873950], [2.938696, -0.402851, 1.246167], [-0.387839, 0.768613, -1.031558], [-2.642128, 0.895520, 1.016903], [0.507864, 0.658749, -3.113561], [1.189976, -0.903361, 0.248592], [-0.999101, -0.810796, -1.291662], [1.178179, -1.911817, -0.170617], [1.723903, -0.228439, -0.431558], [-1.144425, 0.886118, 1.889111], [-0.709626, -1.231425, 1.178327], [-2.487378, 0.414285, -0.160414], [0.331249, 0.349073, 2.368465], [-1.068504, 0.001449, -0.558642], [-0.213067, -0.439086, 0.585523], [-0.179011, 0.706980, 1.553092], [0.312609, 1.548213, 1.260388]], "forces_ev_per_angstrom": [[-0.16, -0.53, 0.20], [-0.30, -0.11, -0.01], [-0.15, -0.61, -0.43], [-0.07, 0.13, 0.15], [-0.25, 0.17, 0.22], [-0.14, -0.08, 0.10], [-0.81, 0.07, 0.20], [-0.68, 0.64, 1.36], [0.65, 0.68, -0.44], [1.34, 0.73, 0.93], [-0.46, 0.01, -0.14], [-0.14, 0.19, -0.08], [-0.73, -0.14, -0.43], [-1.13, 0.43, -1.30], [0.10, 0.25, -0.24], [1.66, -1.00, -1.21], [0.42, 0.20, -0.24], [0.41, 0.23, -0.94], [-0.68, -0.32, 0.78], [1.47, -0.92, 1.95], [-0.34, -0.03, -0.43]], "e_tot_ev": -11430.8339, "orbital_gap_ev": [4.296, 7.897], "multiplicity": 2, "homo_energy_ev": [-3.82, -7.48]}

=====

Entry 4:
{"formula": "C4H13N2O2", "method": "ωB97M-V with the def2-TZVPD basis set", "elements": ["H", "C", "C", "O", "C", "H", "H", "H", "H", "H", "H", "H", "H", "C", "N", "O", "H", "H", "H", "H", "N"], "coordinates": [[0.763150, 2.103642, -0.787653], [-2.515179, -0.343812, 1.962566], [1.358982, 1.279719, -0.407390], [1.027008, -0.866438, 1.771640], [-0.355928, -0.504887, -0.110143], [-1.260906, 0.058601, -0.307179], [1.965072, 0.868659, -3.597965], [2.425014, 1.381817, -0.572626], [1.621415, -0.749398, -0.686376], [1.248162, 1.423527, 0.672877], [-0.597223, -1.519886, -0.450279], [-0.832599, -0.595317, 3.217311], [-3.049612, 0.279007, 2.684004], [-0.103616, -0.661913, 1.382105], [-1.116394, -0.471245, 2.262700], [1.883755, -0.029653, -3.299283], [-3.130028, -1.249716, 1.960099], [-2.647755, 0.182667, 1.017333], [1.689119, -0.450234, -4.176357], [0.754831, -0.066396, -1.781314], [0.872731, -0.068746, -0.754069]], "forces_ev_per_angstrom": [[-0.04, -0.36, -0.85], [-1.25, 0.58, -0.07], [0.17, 0.85, 2.13], [0.56, -0.22, -0.38], [-1.00, -1.65, 1.04], [0.49, 0.69, -0.46], [0.32, 1.05, 0.09], [-0.05, -0.06, -0.55], [0.19, -0.27, 0.91], [0.13, -0.40, -0.06], [0.18, 0.13, -0.22], [0.07, -0.11, 0.27], [0.53, 0.17, 0.16], [-0.16, 0.66, 1.08], [0.00, -0.32, -0.69], [-0.62, -0.92, -1.39], [0.61, -0.32, -0.24], [-0.09, -0.17, -0.01], [0.24, -0.06, 1.21], [-0.08, -0.02, -0.05], [-0.20, 0.74, -1.91]], "e_tot_ev": -11427.8621, "orbital_gap_ev": 10.458, "homo_energy_ev": -13.52, "total_charge": 1}

=====

Entry 5:
{"formula": "C4H13N2O2", "method": "ωB97M-V with the def2-TZVPD basis set", "elements": ["N", "H", "H", "C", "H", "H", "H", "O", "H", "O", "H", "H", "H", "N", "C", "H", "H", "H", "C", "C", "H"], "coordinates": [[-0.540633, -0.356482, 1.497325], [-3.618856, -1.285313, 1.228048], [3.329951, -0.698658, -1.114029], [1.481331, 0.334658, -1.517689], [-1.474680, 1.339896, -0.185208], [-0.397362, 0.833087, -2.147408], [1.596643, 0.031750, -2.565313], [1.980208, -1.275439, 0.190047], [0.094882, -1.055334, 1.059464], [-3.365449, -0.716869, 0.497852], [-1.491837, -0.451271, 1.110162], [-0.075491, 2.405548, -0.307258], [-2.994383, -1.290331, -0.104620], [0.043384, 0.468289, -1.242240], [-0.386673, 1.377290, -0.188674], [1.997152, 1.270788, -1.485975], [-0.422802, 1.723256, 1.859371], [-0.634736, -0.523618, 2.493723], [0.002604, 1.007524, 1.198332], [2.312493, -0.622114, -0.747460], [1.085915, 0.987398, 1.322301]], "forces_ev_per_angstrom": [[0.26, -0.19, -0.06], [-0.48, -0.07, 0.22], [0.64, 0.02, -0.30], [-0.98, 0.03, -0.68], [-0.20, 0.33, -0.32], [0.75, -0.95, 1.82], [-0.05, -0.09, 0.06], [-1.02, -0.74, 1.48], [-0.14, 0.21, 0.14], [-0.43, 1.99, 2.33], [-0.13, 0.03, -0.20], [0.15, 0.53, -0.33], [1.04, -2.08, -2.58], [-0.37, 0.28, -1.57], [-0.38, -0.07, -0.39], [0.60, 1.02, 0.14], [-0.34, 0.43, 0.73], [0.33, -0.13, 0.21], [0.83, -0.79, -0.31], [0.03, 0.40, -0.63], [-0.10, -0.15, 0.23]], "e_tot_ev": -11427.3252, "orbital_gap_ev": 10.458, "homo_energy_ev": -13.51, "total_charge": 1}

=====

Entry 6:
{"formula": "C4H13N2OP", "method": "ωB97M-V with the def2-TZVPD basis set", "elements": ["H", "P", "H", "O", "C", "H", "H", "H", "H", "C", "H", "N", "C", "H", "N", "H", "H", "H", "H", "C", "H"], "coordinates": [[2.701502, 1.593273, -0.136573], [-1.577551, -1.238406, 0.748088], [-0.401987, -1.505180, -1.202193], [-1.878388, -0.096865, 1.603283], [2.017998, 1.495920, 0.787865], [0.910817, 0.025492, -2.145657], [0.398243, 0.256906, 1.532227], [-0.763698, 1.318140, -0.249258], [-0.740810, -2.008240, 1.620528], [0.689161, 1.025099, -1.885950], [-2.645098, -2.985545, -0.351973], [-0.934611, -0.831862, -0.690232], [1.036064, 0.375756, 0.618099], [1.655407, 1.664497, -1.774788], [-2.805992, -2.248757, 0.317646], [-3.263745, -2.516773, 1.201721], [1.607000, -0.572834, 0.562214], [1.390644, 2.488131, 0.756526], [2.558987, 1.417842, 1.649777], [0.116622, 0.827410, -0.506038], [-0.070564, 1.515997, -2.455313]], "forces_ev_per_angstrom": [[-0.74, -0.30, 1.66], [1.19, -0.68, -0.04], [0.37, -0.39, -0.26], [-1.16, 1.20, 0.45], [-1.37, 2.76, -3.54], [0.59, -0.74, -1.22], [0.63, 0.33, -0.72], [-0.95, 1.40, 0.80], [0.16, -0.24, -0.77], [1.08, 1.64, 2.25], [-0.08, -0.03, 0.15], [1.38, 2.83, 0.01], [-0.49, 0.34, 0.96], [-1.76, -1.10, -0.59], [-0.88, 0.09, 1.32], [-0.03, -0.42, -0.97], [-0.64, 0.29, -0.87], [1.37, -1.49, 0.45], [1.55, 0.04, 2.24], [-0.15, -5.62, -0.42], [-0.05, 0.08, -0.91]], "e_tot_ev": -18674.5673, "orbital_gap_ev": 10.398, "homo_energy_ev": -9.45}

=====

Copy entry 5 word for word.
{"formula": "C4H13N2O2", "method": "ωB97M-V with the def2-TZVPD basis set", "elements": ["N", "H", "H", "C", "H", "H", "H", "O", "H", "O", "H", "H", "H", "N", "C", "H", "H", "H", "C", "C", "H"], "coordinates": [[-0.540633, -0.356482, 1.497325], [-3.618856, -1.285313, 1.228048], [3.329951, -0.698658, -1.114029], [1.481331, 0.334658, -1.517689], [-1.474680, 1.339896, -0.185208], [-0.397362, 0.833087, -2.147408], [1.596643, 0.031750, -2.565313], [1.980208, -1.275439, 0.190047], [0.094882, -1.055334, 1.059464], [-3.365449, -0.716869, 0.497852], [-1.491837, -0.451271, 1.110162], [-0.075491, 2.405548, -0.307258], [-2.994383, -1.290331, -0.104620], [0.043384, 0.468289, -1.242240], [-0.386673, 1.377290, -0.188674], [1.997152, 1.270788, -1.485975], [-0.422802, 1.723256, 1.859371], [-0.634736, -0.523618, 2.493723], [0.002604, 1.007524, 1.198332], [2.312493, -0.622114, -0.747460], [1.085915, 0.987398, 1.322301]], "forces_ev_per_angstrom": [[0.26, -0.19, -0.06], [-0.48, -0.07, 0.22], [0.64, 0.02, -0.30], [-0.98, 0.03, -0.68], [-0.20, 0.33, -0.32], [0.75, -0.95, 1.82], [-0.05, -0.09, 0.06], [-1.02, -0.74, 1.48], [-0.14, 0.21, 0.14], [-0.43, 1.99, 2.33], [-0.13, 0.03, -0.20], [0.15, 0.53, -0.33], [1.04, -2.08, -2.58], [-0.37, 0.28, -1.57], [-0.38, -0.07, -0.39], [0.60, 1.02, 0.14], [-0.34, 0.43, 0.73], [0.33, -0.13, 0.21], [0.83, -0.79, -0.31], [0.03, 0.40, -0.63], [-0.10, -0.15, 0.23]], "e_tot_ev": -11427.3252, "orbital_gap_ev": 10.458, "homo_energy_ev": -13.51, "total_charge": 1}